1.
This record from the Open Molecules 2025 dataset describes a molecular structure, C2H7GaNOTl. The level of theory is the ωB97M-V functional and the def2-TZVPD basis.

Summary:
- HOMO-LUMO gap: 0.1945 Eh
- Net charge: +2
- HOMO level: -18.74 eV

Cartesian coordinates (Å):
N: -1.35708 -1.37857 0.65439
Ga: 0.15119 -0.36096 1.09149
C: 0.54297 0.56075 -0.89111
C: -0.68523 1.32647 -1.26073
O: -0.54825 2.50870 -1.26622
H: -1.24516 -2.32191 0.27134
H: -2.00169 -0.93696 -0.00604
H: -0.21438 0.88212 2.00489
H: 1.36130 -1.19898 1.72713
H: 0.78119 -0.24856 -1.58873
H: 1.38542 1.21865 -0.65124
H: -1.61270 0.82484 -1.57470
Tl: 3.44241 -0.87558 1.48953

Here is what Löwdin gives for the atomic charges, in e: 0.13 0.50 0.05 -0.26 0.25 0.08 0.05 0.05 -0.24 0.11 0.11 0.16 1.01



2.
This record from the Open Molecules 2025 dataset describes 2 unconnected molecules or ions with the total composition CH5N3O2. The level of theory is the ωB97M-V functional and the def2-TZVPD basis.

Summary:
- HOMO-LUMO gap (spin up / spin down): 0.3737 / 0.3102 Eh
- HOMO level (spin up / spin down): -10.91 / -10.79 eV
- ΔE to the lowest compared entry with this formula, charge and spin: 148.9 kcal/mol

Cartesian coordinates (Å):
C: -0.90867 -1.07295 0.23124
N: 0.25517 1.02413 -1.96334
N: 0.31485 -0.38549 0.25312
N: 0.66538 0.42748 1.24212
O: 0.21371 0.13473 2.33797
O: 1.46858 1.29363 1.00780
H: -1.04332 -1.47846 -0.77114
H: -0.85436 -1.92427 0.92297
H: -1.75730 -0.44596 0.51927
H: 0.55200 1.86746 -1.46981
H: 1.09397 0.55970 -2.31021

Here is what Löwdin gives for the atomic charges, in e: -0.10 0.11 0.09 -0.49 0.08 0.08 0.08 0.10 0.10 -0.03 -0.02



3.
This record from the Open Molecules 2025 dataset describes a molecular structure, C18H15F3N4O3PtS2. The level of theory is the ωB97M-V functional and the def2-TZVPD basis.

Summary:
- HOMO-LUMO gap: 0.2753 Eh
- HOMO level: -7.72 eV
- ΔE to the lowest compared entry with this formula, charge and spin: 5.1 kcal/mol

Cartesian coordinates (Å):
Pt: -0.00515 -0.98456 -1.55086
O: -0.79957 5.82476 0.04414
C: -1.11271 5.26982 -1.21679
C: -0.80465 3.79986 -1.21338
C: -0.95534 3.05073 -2.37343
C: -0.68310 1.70586 -2.32941
N: -0.27028 1.07030 -1.21813
C: -0.09213 1.78360 -0.09412
C: -0.36922 3.15020 -0.07803
C: 0.42030 1.11595 1.14194
C: 0.75153 1.84593 2.28032
C: 1.22050 1.17566 3.40220
C: 1.58454 1.95194 4.64339
O: 0.56055 2.84663 5.04867
C: 1.33582 -0.20407 3.34651
C: 0.99065 -0.84725 2.16685
N: 0.54980 -0.20411 1.10041
H: -1.04130 6.75449 0.04579
H: -0.53273 5.74536 -2.01585
H: -2.17493 5.40134 -1.45374
H: -1.28040 3.49717 -3.30398
H: -0.78269 1.08516 -3.20731
H: -0.24775 3.72556 0.82341
H: 0.65981 2.92040 2.33047
H: 2.45491 2.57801 4.44276
H: 1.85356 1.26011 5.44758
H: -0.23247 2.33593 5.24174
H: 1.69131 -0.77073 4.19787
H: 1.06655 -1.92570 2.07676
F: -3.13215 -6.18575 -1.30040
C: -2.39327 -5.43259 -0.45944
F: -3.21528 -4.56122 0.12284
F: -1.94756 -6.27193 0.49991
C: -1.24816 -4.78606 -1.18178
C: -0.35741 -5.61157 -1.85428
C: 0.73226 -5.08674 -2.53272
C: 0.90663 -3.71452 -2.52714
N: 0.04637 -2.93233 -1.89089
C: -1.02716 -3.40854 -1.20208
S: -1.82244 -2.02750 -0.48812
H: -0.52551 -6.68137 -1.84264
H: 1.42784 -5.72312 -3.05812
H: 1.71516 -3.20758 -3.03641
O: 2.98812 0.86138 -1.37798
S: 2.67495 0.29463 -2.68998
N: 1.42219 -0.48354 -2.90658

Here is what Löwdin gives for the atomic charges, in e: 0.86 -0.05 -0.20 -0.17 0.00 -0.13 -0.07 -0.16 0.06 -0.20 0.05 -0.19 -0.21 -0.05 0.00 -0.11 0.08 0.10 0.13 0.13 0.12 0.10 0.11 0.12 0.13 0.12 0.09 0.11 0.11 0.14 -0.60 0.12 0.14 -0.11 0.00 -0.04 -0.10 -0.21 -0.65 0.59 0.13 0.11 0.11 -0.58 0.67 -0.60



4.
This record from the Open Molecules 2025 dataset describes a molecular structure, C2H3O2. The level of theory is the ωB97M-V functional and the def2-TZVPD basis.

Summary:
- HOMO-LUMO gap: 0.4139 Eh
- Net charge: +1
- HOMO level: -18.67 eV
- ΔE to the lowest compared entry with this formula, charge and spin: 37.1 kcal/mol

Cartesian coordinates (Å):
C: 0.20945 -0.36371 -1.00906
C: -0.16843 0.33849 0.91837
O: 0.57748 0.79213 -0.77867
O: -0.29085 -0.78446 0.04836
H: 0.24949 -0.97480 -1.88415
H: 0.57921 0.16940 1.75447
H: -1.15635 0.82295 0.95067

Here is what Löwdin gives for the atomic charges, in e: -0.19 0.35 0.20 0.10 0.20 0.19 0.17



5.
This record from the Open Molecules 2025 dataset describes a molecular structure, C33H34ClF4GeN2O5SSc. The level of theory is the ωB97M-V functional and the def2-TZVPD basis.

Summary:
- HOMO-LUMO gap (spin up / spin down): 0.2309 / 0.2289 Eh
- Net charge: -2
- HOMO level (spin up / spin down): -1.84 / -1.79 eV
- ΔE to the lowest compared entry with this formula, charge and spin: 37.2 kcal/mol

Cartesian coordinates (Å):
Sc: -1.29106 -0.44960 -0.93109
C: -2.54125 1.30979 1.83734
N: -1.69004 1.67689 0.71244
C: -0.58979 2.51923 1.14962
C: -2.50145 2.35973 -0.29944
C: -1.67367 2.75731 -1.50364
N: -1.00567 1.59179 -2.05876
C: -0.33580 1.76377 -3.19686
C: 0.19010 0.60991 -3.84798
F: -0.05439 -0.56857 -3.25141
C: 0.89235 0.63531 -5.01942
F: 1.33198 -0.52683 -5.54838
C: 1.16072 1.81969 -5.69520
C: 0.67032 2.96084 -5.09713
F: 0.90386 4.15770 -5.69242
C: -0.03949 2.96032 -3.91540
F: -0.41607 4.18417 -3.44897
H: -2.99781 2.20635 2.29430
H: -1.95489 0.78132 2.58733
H: -3.32815 0.64076 1.49380
H: -0.93263 3.54630 1.36503
H: 0.19328 2.55967 0.39205
H: -0.16156 2.10331 2.05689
H: -2.96422 3.26951 0.12982
H: -3.29856 1.68025 -0.60003
H: -0.95704 3.53117 -1.20531
H: -2.34865 3.23714 -2.22383
H: 1.71657 1.84313 -6.61865
O: -2.86296 -3.40152 1.55729
Cl: -1.56653 -2.82828 1.18922
O: -0.62986 -2.99007 2.31760
O: -1.78266 -1.31922 1.07108
O: -1.91210 -2.05295 -1.77295
O: -3.39654 -0.24930 -1.39920
S: -3.78574 -1.75762 -1.65352
C: -5.67525 -1.30212 -1.68351
C: -6.22024 -1.45996 -3.09824
C: -5.30001 -2.46384 -3.79495
C: -3.88124 -2.05003 -3.44526
H: -5.79878 -0.29398 -1.29508
H: -6.13906 -2.01279 -0.99357
H: -6.16252 -0.50394 -3.62901
H: -7.26714 -1.78247 -3.13747
H: -5.44961 -2.50576 -4.87816
H: -5.49219 -3.46935 -3.40442
H: -3.61091 -1.08886 -3.89187
H: -3.11209 -2.77429 -3.69392
C: 0.89936 -1.02013 -0.15909
Ge: 1.89908 -0.81470 1.47705
C: 3.35778 0.42072 0.89497
C: 4.50481 0.65007 1.65503
C: 5.51797 1.48750 1.20744
C: 5.40244 2.11807 -0.02572
C: 4.27212 1.89944 -0.80026
C: 3.26435 1.05736 -0.34234
C: 1.28761 0.05247 3.16516
C: 0.47102 -0.59376 4.09406
C: 0.10431 0.02571 5.28240
C: 0.54838 1.30810 5.57604
C: 1.36611 1.96511 4.66746
C: 1.72919 1.33929 3.48100
C: 2.90926 -2.42635 2.01030
C: 3.18400 -3.40106 1.05331
C: 3.94802 -4.51621 1.36869
C: 4.45067 -4.67805 2.65338
C: 4.17888 -3.72024 3.62013
C: 3.41182 -2.60742 3.29680
H: 4.61527 0.16048 2.61855
H: 6.39876 1.64735 1.82012
H: 6.19043 2.77320 -0.37993
H: 4.16740 2.38077 -1.76594
H: 2.38594 0.89282 -0.95917
H: 0.09006 -1.58172 3.86803
H: -0.54324 -0.49890 5.97581
H: 0.25492 1.79193 6.50095
H: 1.71986 2.96945 4.87332
H: 2.36293 1.87711 2.78485
H: 2.78069 -3.28225 0.05305
H: 4.14455 -5.26543 0.61003
H: 5.04387 -5.55114 2.90145
H: 4.55731 -3.84167 4.62931
H: 3.19249 -1.87199 4.06493

Here is what Löwdin gives for the atomic charges, in e: 0.77 -0.10 -0.28 -0.08 -0.23 -0.24 -0.02 -0.19 -0.16 0.05 -0.23 0.07 0.01 -0.25 0.05 -0.14 0.04 0.09 0.08 0.09 0.09 0.08 0.06 0.12 0.09 0.10 0.12 0.11 -0.47 0.86 -0.50 -0.58 -0.67 -0.61 0.88 -0.31 -0.28 -0.26 -0.32 0.06 0.06 0.10 0.09 0.10 0.10 0.10 0.08 -0.17 0.84 -0.28 -0.13 -0.12 -0.12 -0.10 -0.11 -0.26 -0.10 -0.10 -0.12 -0.11 -0.14 -0.27 -0.10 -0.11 -0.12 -0.11 -0.12 0.10 0.09 0.09 0.10 0.08 0.08 0.09 0.09 0.09 0.09 0.09 0.09 0.08 0.09 0.09



6.
This record from the Open Molecules 2025 dataset describes a gas-phase ion, C12H7N6O6 (charge -1). The level of theory is the ωB97M-V functional and the def2-TZVPD basis.

Summary:
- HOMO-LUMO gap: 0.2559 Eh
- Net charge: -1
- SMILES: Cn1ccc(=O)n([C@@H]2C(C#N)=CC(=[N+]([O-])[O-])c3no[n+]([O-])c32)c1=O
- HOMO level: -4.44 eV

Cartesian coordinates (Å):
N: -3.61468 0.46403 0.13176
C: -2.47717 0.92052 0.17198
C: -1.24281 1.54674 0.33115
C: -0.06869 0.74780 0.52864
C: 1.18153 1.42247 0.51826
N: 2.40328 0.83534 0.64537
O: 2.88529 -0.35448 0.66379
O: 3.25141 1.91733 0.93625
N: 2.54875 3.08662 0.94113
C: 1.27064 2.77067 0.63400
C: 0.10385 3.58409 0.69504
N: 0.10787 5.04120 0.90041
O: 1.19553 5.65728 0.97159
O: -1.00888 5.61823 0.98437
C: -1.10566 2.91607 0.53487
H: 0.04299 -0.07027 1.26085
H: -1.99551 3.48546 0.48923
C: -0.43364 -4.61809 0.09947
N: -0.30066 -3.29393 -0.47083
C: -0.28953 -2.23677 0.41923
O: -0.28383 -2.39479 1.59986
N: -0.27691 -0.90494 -0.17491
C: 0.01474 -0.74440 -1.55751
O: 0.34331 0.37637 -1.98096
C: -0.12668 -1.90487 -2.37670
C: -0.28266 -3.13441 -1.81537
H: -0.46937 -5.35211 -0.72891
H: 0.42153 -4.88014 0.76719
H: -1.36968 -4.70862 0.70147
H: -0.06376 -1.75452 -3.41328
H: -0.36057 -4.03786 -2.40742

Here is what Löwdin gives for the atomic charges, in e: 0.10 -0.19 -0.22 -0.04 -0.12 -0.13 -0.02 0.02 0.14 -0.17 -0.09 -0.34 0.01 -0.02 0.05 0.14 0.12 -0.03 -0.07 -0.44 0.10 0.15 -0.44 0.05 0.01 -0.05 0.09 0.10 0.11 0.09 0.12



| no. | largest force on an atom (eV Å⁻¹) | DFT total energy (Ha) |
| --- | --- | --- |
| 1 | 2.54 | -2306.79523 |
| 2 | 2.90 | -355.58694 |
| 3 | 0.83 | -2355.00143 |
| 4 | 5.42 | -228.07705 |
| 5 | 0.92 | -5858.85608 |
| 6 | 7.67 | -1241.23325 |